{
  "formula": "C4H4CdO6",
  "method": "ωB97M-V with the def2-TZVPD basis set",
  "symbols": ["O", "C", "C", "O", "H", "H", "H", "C", "O", "O", "H", "O", "C", "O", "Cd"],
  "positions_angstrom": [[2.160601, -1.127411, -0.564426], [0.966503, -1.388405, -0.161643], [0.027234, -0.239812, 0.090714], [-1.311364, -0.614193, -0.004830], [0.392644, -1.112723, 1.143154], [0.477888, -2.255354, -0.639076], [0.199802, 0.467259, -0.739073], [-2.225731, 0.302331, -0.371789], [-2.062340, 1.185809, -1.165266], [-3.372929, 0.073506, 0.235469], [-3.385615, -0.797980, 0.656365], [2.455465, 1.893920, -0.030300], [1.605013, 2.032883, 0.858404], [0.662282, 1.317922, 1.222507], [3.410546, 0.262251, -0.530208]],
  "forces_ev_per_angstrom": [[-1.7064, -3.5985, 0.6683], [-3.2536, 2.2523, -0.7090], [-0.0596, -3.2252, -5.7234], [2.0921, -1.1749, 1.8148], [1.1428, -0.0409, 0.2582], [0.1156, -0.2523, 1.4091], [0.0836, 1.1631, 1.2693], [-1.3169, 2.0284, -1.1132], [0.5596, -0.7511, 0.8097], [-0.3134, -0.2822, -0.1194], [0.0447, 0.1262, 0.1767], [0.0999, 2.7769, 0.3455], [-2.5383, -1.7147, 0.5248], [1.7222, 1.7122, 0.8310], [3.3277, 0.9806, -0.4424]],
  "multiplicity": 2,
  "total_charge": 1,
  "homo_ev": [-12.199, -13.866],
  "s_squared": 0.7761
}

***

{
  "formula": "C3H7N",
  "method": "ωB97M-V with the def2-TZVPD basis set",
  "symbols": ["C", "C", "H", "H", "H", "H", "C", "N", "H", "H", "H"],
  "positions_angstrom": [[-1.582339, -1.877776, -0.773787], [-2.551266, -2.645241, -0.260451], [-1.152085, -1.144778, -0.102629], [-1.357608, -1.929353, -1.829840], [-2.543276, -2.866451, 0.800484], [-3.406629, -2.967130, -0.850130], [2.783019, 2.467128, 0.427216], [1.902156, 3.374665, 0.421578], [3.155845, 1.971281, 1.321191], [3.266497, 2.193436, -0.508402], [1.485687, 3.424216, 1.354768]],
  "forces_ev_per_angstrom": [[-1.0442, -0.4217, 0.4055], [0.1798, 0.4851, -0.1496], [1.1259, -0.5129, -0.1411], [-0.2663, 0.8112, -0.1346], [-0.5991, 0.5684, 0.1401], [0.6053, -0.9274, -0.1205], [0.2522, 0.3559, -0.2548], [-0.3305, -0.6426, 0.1760], [-0.1963, -0.2577, 0.1278], [0.0965, 0.0990, -0.0323], [0.1769, 0.4427, -0.0164]],
  "smiles": "C=C.C=N",
  "multiplicity": 1,
  "homo_ev": -9.602,
  "relative_energy_kcal_mol": 45.6
}

***

{
  "formula": "C2H5NSi",
  "method": "ωB97M-V with the def2-TZVPD basis set",
  "symbols": ["C", "C", "N", "Si", "H", "H", "H", "H", "H"],
  "positions_angstrom": [[2.305599, 0.275696, 0.072185], [1.145645, -0.066980, 0.066362], [-1.343224, 0.797508, -0.048822], [-0.527505, -0.618756, -0.195062], [3.212504, 0.880404, -0.153898], [-2.302300, 0.964872, -0.208344], [-0.917967, 1.530478, 0.421262], [-1.179486, -1.538877, -1.153194], [-0.393262, -2.224347, 1.199507]],
  "forces_ev_per_angstrom": [[1.6717, 1.7114, -0.2432], [-0.1758, -1.3193, -0.8446], [-1.7546, 0.9160, -0.8210], [0.3998, -0.1256, -0.2188], [-1.0693, -1.2067, 0.5460], [-0.9177, 0.0343, -0.1557], [0.8659, 1.5791, 0.8377], [0.5950, -0.0795, 0.0858], [0.3850, -1.5097, 0.8138]],
  "multiplicity": 3,
  "homo_ev": [-4.785, -10.073],
  "relative_energy_kcal_mol": 42.0,
  "s_squared": 2.0075
}

***

{
  "formula": "C4H7NO",
  "method": "ωB97M-V with the def2-TZVPD basis set",
  "symbols": ["N", "C", "C", "C", "C", "O", "H", "H", "H", "H", "H", "H", "H"],
  "positions_angstrom": [[3.057413, 0.152513, -1.002980], [2.122768, 0.426205, -0.379297], [0.943365, 0.831651, 0.399020], [-0.377819, 0.473772, -0.310972], [-0.823715, -0.977629, -0.100623], [-1.653118, -1.116134, 1.041992], [1.001349, 0.360596, 1.388195], [1.031274, 1.912605, 0.556044], [-1.181464, 1.109104, 0.076931], [-0.280266, 0.686471, -1.382207], [-1.333583, -1.333292, -1.006280], [0.048445, -1.623837, 0.063590], [-2.571018, -1.006143, 0.759961]],
  "forces_ev_per_angstrom": [[-0.8964, 0.1704, 0.5529], [0.7292, -0.1900, -0.4165], [-0.0155, 0.0483, 0.0525], [-0.0222, 0.0449, -0.0525], [0.2852, 0.0033, -0.3127], [-0.2885, -0.0592, -0.0499], [-0.0737, 0.0659, -0.1693], [-0.0708, -0.1549, -0.0374], [0.1725, 0.0032, -0.0606], [0.0173, -0.0082, 0.1869], [0.0577, -0.0174, 0.2097], [-0.1615, 0.0855, -0.0847], [0.2666, 0.0083, 0.1816]],
  "smiles": "N#CCCCO",
  "multiplicity": 1,
  "homo_ev": -10.785,
  "relative_energy_kcal_mol": 27.2
}